No. 1
Here is C3H6N2O2S in the gas phase in a non-equilibrium geometry from the Open Molecules 2025 dataset. Energies are from wB97M-V/def2-TZVPD.

Computed properties:
Charge = 0
E = -21117.9122 eV
Highest occupied orbital energy = -9.250 eV
ΔE to the lowest compared entry with this formula, charge and spin = 1.9372 eV
Largest force on an atom = 1.8 eV Å⁻¹
HOMO-LUMO gap = 0.355 Ha
Molecular weight = 134.160 g/mol

Geometry (Å):
H 0.5765 -2.2937 0.7561
N 0.1385 -1.4062 1.0474
C 0.1495 -0.5825 0.0656
C 0.6764 -0.7595 -1.3761
O 1.0423 0.1351 -2.0872
O 0.5793 -2.0284 -1.7390
N -0.2711 0.7472 0.3292
C -0.4066 1.0544 1.7503
S -1.2910 1.5117 -0.7889
H 0.5701 -1.9699 -2.6949
H -1.1010 0.2874 2.1525
H 0.5957 1.0429 2.1888
H -0.8489 2.0384 1.8394
H -0.4098 2.2231 -1.4433

Force components x, y, z for each atom (eV/Å):
H -0.332 0.369 0.156
N 0.859 -0.391 -1.550
C -0.223 1.370 1.010
C -0.610 0.693 1.220
O 0.065 -0.389 0.187
O -0.243 -0.407 -0.123
N 0.730 -0.879 -0.634
C -0.750 -0.417 -0.377
S -0.925 -0.488 0.504
H 0.376 -0.532 -0.766
H 0.660 0.604 0.486
H -0.370 -0.237 0.252
H 0.015 0.143 0.041
H 0.750 0.561 -0.407

Atom-resolved charges from natural (NBO), all expressed in e: 0.36, -0.64, 0.32, 0.73, -0.56, -0.66, -0.58, -0.41, 0.19, 0.50, 0.21, 0.21, 0.21, 0.11

=====

No. 2
Here is C3H4 in the gas phase in a non-equilibrium geometry from the Open Molecules 2025 dataset. Energies are from wB97M-V/def2-TZVPD.

Computed properties:
Charge = 0
E = -3173.3824 eV
Highest occupied orbital energy = -9.903 eV
ΔE to the lowest compared entry with this formula, charge and spin = 0.4677 eV
Largest force on an atom = 1.4 eV Å⁻¹
HOMO-LUMO gap = 0.402 Ha
Molecular weight = 40.065 g/mol

Geometry (Å):
C 1.5672 -0.4795 -0.0479
C 0.5052 -0.0223 -0.3910
C -0.9111 0.2689 -0.3624
H 2.5703 -0.7642 -0.2087
H -1.2787 1.2418 -0.6931
H -0.9516 0.2819 0.7260
H -1.4745 -0.5285 -0.8703

Force components x, y, z for each atom (eV/Å):
C 0.009 0.493 -1.160
C 0.477 -0.266 -0.012
C -0.065 0.071 0.294
H 0.461 -0.253 0.427
H 0.504 -0.054 -0.269
H -1.397 -0.261 0.156
H 0.010 0.270 0.565

Atom-resolved charges from natural (NBO), all expressed in e: -0.27, 0.01, -0.70, 0.23, 0.24, 0.26, 0.24

=====

No. 3
Here is a 14-piece molecular cluster, C4H35N2O14S overall in a non-equilibrium geometry from the Open Molecules 2025 dataset. Energies are from wB97M-V/def2-TZVPD.

Computed properties:
Charge = -1
E = -47199.1522 eV
Highest occupied orbital energy = -5.238 eV
ΔE to the lowest compared entry with this formula, charge and spin = 1.6494 eV
Largest force on an atom = 1.8 eV Å⁻¹
HOMO-LUMO gap = 0.287 Ha
Molecular weight = 367.391 g/mol

Geometry (Å):
O -0.3180 1.4531 1.5619
C 0.0002 2.0964 0.4609
C -0.7510 1.6331 -0.7791
C -1.2492 2.9468 -1.3776
S -0.8018 3.9380 0.1152
N 0.0659 0.7999 -1.6857
C 0.0304 -0.6187 -1.3606
N -0.8654 -1.5477 -2.0323
H 1.0691 2.3085 0.3473
H -1.5847 0.9936 -0.5004
H -2.2942 2.9328 -1.6798
H -0.6130 3.3025 -2.1884
H 1.0188 1.1446 -1.6601
H -0.2025 -0.6898 -0.2985
H 1.0286 -1.0168 -1.4050
H -0.6299 -1.5015 -3.0237
H -1.8106 -1.1640 -1.9879
H -2.2569 -2.1017 1.5941
H -2.4041 -2.1402 3.0431
O -1.6989 -2.2308 2.3743
H 2.8395 -1.5725 0.0732
H 3.3959 -0.2022 0.4359
O 3.5975 -0.9848 -0.0917
H -4.3807 1.8166 -0.0913
H -3.5467 1.0196 0.9079
O -4.2651 0.9296 0.2599
H 4.6525 0.9007 -1.2433
H 4.0278 -0.1129 -2.0553
O 4.3156 0.8071 -2.1467
H -1.2328 1.8984 -4.0363
H -1.2839 0.5086 -3.5102
O -1.2246 0.9865 -4.3454
H 3.0760 1.8838 1.4185
H 4.3124 2.7690 1.2112
O 3.7727 2.1103 0.7678
H 0.2442 -3.2221 -0.5329
H 0.2327 -4.0644 -1.7829
O 0.0222 -4.1129 -0.8463
H -0.1173 -4.2984 1.2693
H -0.5802 -3.6831 2.7025
O 0.0802 -4.2006 2.2062
H 1.5596 0.4280 -3.9166
H 2.6826 -0.2563 -3.1948
O 1.8849 -0.4534 -3.6995
H 0.9310 -2.7012 1.8784
H 0.8990 -1.1597 1.2180
O 1.3076 -2.0264 1.2693
H -4.3554 -0.2546 2.8608
H -3.1633 -0.3842 3.5623
O -3.9149 -0.9714 3.3430
H -2.6587 2.1477 3.2390
H -1.7277 1.4157 2.2231
O -2.7006 1.5147 2.5175
H 1.0670 1.1487 2.6153
H 2.4655 0.6651 3.3471
O 2.0529 1.1730 2.6495

Force components x, y, z for each atom (eV/Å):
O 0.460 -0.165 0.597
C -0.973 0.257 0.784
C 0.626 -0.538 -1.317
C 0.700 0.347 0.415
S -0.394 -0.331 0.044
N -0.655 0.183 -0.276
C 0.456 -0.156 1.759
N -0.167 1.330 -0.966
H 0.037 -0.172 -0.313
H -0.202 0.212 0.387
H -0.059 0.169 0.050
H -0.142 -0.202 -0.211
H 0.045 -0.145 -0.183
H -0.368 -0.119 0.171
H 0.407 -0.133 -0.447
H 0.066 -0.278 -0.037
H -0.017 -0.276 0.190
H 0.443 -0.033 -0.212
H 0.374 0.026 -0.155
O -0.920 0.101 0.369
H 0.211 0.012 0.308
H 0.077 0.068 0.045
O -0.238 -0.176 -0.208
H 0.061 0.040 0.066
H -0.187 0.302 0.132
O 0.018 -0.270 -0.169
H -0.147 0.577 -0.074
H 0.134 -0.030 0.079
O 0.139 -0.458 0.135
H 0.093 0.041 -0.075
H 0.354 -0.017 0.092
O -0.340 0.115 -0.267
H 0.049 -0.043 0.058
H 0.017 0.029 -0.031
O 0.033 -0.082 -0.064
H -0.092 -0.058 -0.063
H -0.178 -0.004 -0.011
O 0.306 -0.045 0.364
H -0.597 0.129 0.037
H -0.194 -0.243 -1.214
O 0.905 -0.485 1.090
H -0.303 -0.081 -0.072
H -0.105 0.009 -0.151
O 0.248 0.058 -0.128
H -0.306 0.664 -0.272
H -0.568 -0.178 0.804
O 1.011 -0.299 -0.717
H -0.620 -0.517 -0.381
H 0.137 -0.468 0.154
O 0.266 1.232 0.272
H -0.127 0.173 -0.144
H -0.200 0.291 -0.420
O 0.436 -0.444 0.477
H -0.087 -0.019 -0.295
H -0.443 -0.216 0.137
O 0.521 0.318 -0.143

Atom-resolved charges from natural (NBO), all expressed in e: -0.89, 0.17, -0.13, -0.51, -0.13, -0.67, -0.07, -0.84, 0.16, 0.20, 0.20, 0.20, 0.38, 0.16, 0.19, 0.36, 0.35, 0.49, 0.49, -0.97, 0.50, 0.49, -1.00, 0.47, 0.50, -0.98, 0.49, 0.47, -0.96, 0.47, 0.48, -0.95, 0.51, 0.46, -1.00, 0.49, 0.48, -0.97, 0.50, 0.51, -0.99, 0.48, 0.47, -0.95, 0.52, 0.49, -1.04, 0.49, 0.49, -0.98, 0.47, 0.52, -1.05, 0.53, 0.48, -1.02